1.
C51H49BrN3O4SSiYb | the ωB97M-V functional and the def2-TZVPD basis

## Properties
Energy above the lowest of the compared OMol25 structures with the same formula, charge and spin in kcal/mol: 0.0
Total charge: 0
Spin multiplicity: 2
Expectation value of S²: 0.751
HOMO-LUMO gap (alpha / beta) in eV: 5.6 / 5.6
HOMO (alpha / beta) in eV: -7.625 / -7.625

Last column: Löwdin charge in e.
Cartesian coordinates (Å):
Yb 0.3375 -0.0759 1.2282  1.699
Br 1.3659 -7.6416 0.7524  0.745
C 1.6208 -5.8235 1.2287  -0.672
C 2.9117 -5.3184 1.4962  -0.116
C 3.1345 -3.9642 1.6811  0.000
C 2.0080 -3.0904 1.7812  -0.254
C 0.7099 -3.6342 1.5924  -0.011
C 0.5270 -4.9610 1.2880  -0.111
N 2.1076 -1.7278 2.0155  0.034
C 3.2280 -1.1120 2.3098  -0.058
C 3.3038 0.2916 2.6087  -0.263
C 4.4523 0.7754 3.2917  0.002
C 4.5358 2.1272 3.5959  -0.025
C 3.5044 2.9826 3.1498  -0.020
C 2.4249 2.4471 2.4667  -0.079
N 2.3122 1.1211 2.2199  0.026
H 3.7201 -6.0175 1.6546  0.102
H 4.1411 -3.5801 1.8804  0.108
H -0.1698 -2.9989 1.6088  0.045
H -0.4789 -5.3319 1.0545  0.119
H 4.1926 -1.6340 2.3630  0.126
H 5.1920 0.0763 3.6483  0.114
H 5.3927 2.4863 4.1565  0.115
H 3.4967 4.0263 3.3550  0.104
H 1.6456 3.0729 2.0482  0.112
C 1.1884 1.4036 -5.7598  0.008
C 1.7579 1.7988 -4.4237  -0.521
C 2.9660 2.7622 -4.4977  0.008
O 0.7216 2.3670 -3.5643  -0.074
C 0.9519 1.9857 -2.1772  -0.102
C 1.6569 0.5703 -2.3781  -0.132
O 2.1766 0.6139 -3.7021  -0.035
C 1.0158 -0.9011 -2.0920  -0.372
O 0.6287 -0.8873 -0.7803  -0.322
C 2.1838 -2.0248 -2.2774  -0.109
C 1.9492 -3.4175 -2.3605  -0.032
C 2.9723 -4.3779 -2.2947  -0.091
C 4.3074 -4.0070 -2.1570  -0.102
C 4.5742 -2.6304 -2.1352  -0.082
C 3.5189 -1.7022 -2.1301  -0.056
C -0.0807 -1.3570 -3.0951  -0.134
C 0.2209 -1.9103 -4.3494  -0.059
C -0.7804 -2.3179 -5.2309  -0.088
C -2.1205 -2.2368 -4.8553  -0.096
C -2.4174 -1.6825 -3.6115  -0.086
C -1.4257 -1.2217 -2.7444  -0.019
C -0.1609 2.3746 -1.1080  -0.403
O 0.2130 1.8704 0.1162  -0.345
C -1.6387 2.0503 -1.4995  -0.118
C -2.2840 2.1955 -2.7531  -0.012
C -3.5812 1.6954 -2.9177  -0.096
C -4.3373 1.1890 -1.8633  -0.095
C -3.7342 1.1878 -0.6060  -0.092
C -2.4433 1.6765 -0.4024  -0.068
C -0.2242 3.9739 -1.0238  -0.100
C 0.2111 4.8662 -1.9998  -0.030
C 0.1299 6.2561 -1.8139  -0.092
C -0.3642 6.8170 -0.6473  -0.106
C -0.7959 5.9434 0.3566  -0.091
C -0.7092 4.5643 0.1753  -0.036
H 0.7124 2.2595 -6.2641  0.092
H 0.3932 0.6245 -5.6691  0.091
H 1.9250 0.9932 -6.4872  0.100
H 2.7212 3.7107 -4.9888  0.085
H 3.8279 2.3113 -5.0341  0.094
H 3.3270 2.9989 -3.4830  0.085
H 1.7351 2.6655 -1.8359  0.133
H 2.4897 0.5107 -1.6503  0.121
H 0.9398 -3.7853 -2.4936  0.115
H 2.6890 -5.4188 -2.4010  0.098
H 5.0672 -4.7699 -2.0159  0.096
H 5.5918 -2.2375 -2.0432  0.097
H 3.8231 -0.6667 -2.0077  0.098
H 1.2568 -2.0538 -4.6123  0.114
H -0.5114 -2.6297 -6.2282  0.096
H -2.9252 -2.5976 -5.5077  0.101
H -3.4633 -1.6084 -3.2410  0.108
H -1.6244 -0.7850 -1.7503  0.108
H -1.7378 2.5430 -3.6314  0.110
H -4.0305 1.7705 -3.9027  0.100
H -5.3095 0.7269 -2.0172  0.101
H -4.2267 0.6837 0.2246  0.069
H -1.9621 1.6922 0.5875  0.082
H 0.5857 4.5159 -2.9619  0.106
H 0.5568 6.8936 -2.5816  0.097
H -0.3698 7.9124 -0.5052  0.104
H -1.1792 6.3369 1.2874  0.093
H -0.9866 3.9410 1.0004  0.094
C -5.3641 -0.2526 2.8776  -0.230
Si -4.7165 -0.8197 4.5616  0.563
C -5.1024 0.4750 5.9361  -0.195
C -5.1624 -2.6723 4.8698  -0.185
C -2.8264 -0.7738 4.6633  -0.257
C -2.2025 -0.5943 5.9020  -0.082
C -0.7928 -0.3870 5.9907  -0.077
C -0.0753 -0.3491 4.8188  -0.179
N -0.6557 -0.4809 3.6059  -0.114
C -1.9800 -0.8469 3.4711  -0.754
S -2.4799 -1.3676 1.8804  0.547
H -6.3956 0.1429 2.9621  0.035
H -5.3356 -1.0361 2.0970  0.014
H -4.7130 0.5556 2.5413  0.007
H -6.1517 0.8610 5.8998  0.031
H -4.4447 1.3734 5.9413  0.041
H -4.9868 0.0360 6.9435  0.020
H -6.2465 -2.9447 4.7312  0.034
H -4.8833 -3.0099 5.8998  0.030
H -4.5644 -3.2720 4.1711  0.021
H -2.7949 -0.6490 6.8075  0.093
H -0.2935 -0.3251 6.9576  0.097
H 0.9893 -0.1842 4.8122  0.088

Force components x, y, z for each atom (eV/Å):
Yb -0.9 0.3 -2.6
Br 0.1 0.3 0.2
C 0.4 0.9 0.2
C -0.4 -0.4 0.1
C -1.1 0.6 0.8
C 0.1 -2.0 -0.8
C 1.0 1.0 0.0
C -0.2 -1.0 -0.4
N 1.5 2.6 0.4
C -1.4 -2.4 -0.6
C 0.6 2.0 0.5
C -1.2 0.0 -0.3
C -0.7 0.1 -0.4
C 0.5 -1.2 0.3
C 0.2 -0.9 -0.3
N 0.1 -0.2 0.1
H 0.2 0.0 -0.5
H -0.4 -0.4 -0.2
H 0.0 0.1 0.2
H 0.5 0.2 0.2
H -0.4 0.0 0.1
H 0.2 -0.1 -0.1
H -0.2 0.1 -0.1
H 0.2 0.6 0.1
H -0.1 -0.1 0.1
C -1.0 -0.5 -1.0
C 0.2 -0.1 2.0
C 0.3 -0.2 0.1
O -0.2 -0.4 -0.4
C 0.6 -0.2 -1.0
C -0.2 -1.1 0.6
O -0.2 0.5 -0.1
C 0.8 -0.3 -1.2
O -0.4 0.1 1.9
C -0.1 -0.1 1.0
C -0.1 0.2 0.0
C -0.5 0.6 -0.1
C -0.3 0.8 0.0
C -0.2 -0.3 0.5
C 1.1 0.4 -0.1
C -0.4 0.5 0.2
C -0.2 0.2 0.3
C 0.0 0.4 0.3
C 0.0 0.2 0.3
C -1.0 0.1 0.8
C 0.6 -0.1 0.2
C -0.7 1.2 -1.4
O 0.1 -1.1 0.9
C -0.6 -0.1 0.7
C 0.6 -0.9 0.5
C -0.1 0.8 -0.2
C 1.0 -0.1 0.2
C -0.1 -0.3 0.4
C 0.4 -0.4 -0.8
C 0.3 0.1 1.0
C -0.2 0.1 -0.4
C 0.4 -0.2 0.1
C 0.0 0.1 0.1
C 0.2 -0.2 -0.5
C 0.4 0.1 -0.7
H 0.2 -0.1 0.3
H 0.6 0.6 0.3
H -0.1 0.3 0.8
H -0.2 -0.2 0.0
H -0.7 0.1 0.2
H -0.3 -0.1 -0.3
H 0.5 -0.3 0.1
H -0.3 0.5 -0.3
H -0.1 0.1 0.0
H 0.1 0.0 0.2
H 0.1 0.2 -0.3
H -0.3 -0.3 0.0
H 0.0 -0.1 -0.2
H 0.1 0.1 -0.2
H 0.1 -0.3 0.0
H 0.4 0.2 0.2
H 0.8 -0.1 -0.5
H -0.3 -0.3 -0.7
H -0.1 -0.1 0.3
H 0.1 -0.1 0.0
H 0.1 0.2 0.0
H -0.1 0.4 0.0
H -0.6 -0.2 -0.5
H 0.0 -0.1 0.4
H -0.2 0.0 0.0
H -0.1 -0.8 -0.1
H 0.0 0.0 0.1
H -0.2 -0.4 0.2
C -0.3 -0.1 0.2
Si 0.2 -0.4 0.1
C -0.9 0.2 0.3
C -0.7 0.2 0.7
C 0.9 -0.2 -0.9
C 0.9 0.0 -1.1
C -0.7 -0.6 0.2
C -1.1 0.3 -0.2
N 0.0 -0.5 -0.8
C 0.6 0.6 1.3
S 1.2 0.7 0.4
H 0.4 -0.2 0.0
H 0.0 0.4 0.6
H -0.1 0.1 -0.1
H 0.7 -0.4 -0.1
H -0.3 -0.7 -0.4
H -0.1 0.0 -0.4
H 1.0 0.4 0.0
H -0.1 0.4 -0.7
H -0.1 0.2 0.0
H 0.0 0.2 0.0
H -0.1 0.1 -0.3
H 0.3 0.1 0.0

2.
C6H13NO | the ωB97M-V functional and the def2-TZVPD basis

## Properties
Energy above the lowest of the compared OMol25 structures with the same formula, charge and spin in kcal/mol: 91.7
Total charge: 0
HOMO-LUMO gap in eV: 6.8
HOMO in eV: -6.446

Last column: Löwdin charge in e.
Cartesian coordinates (Å):
C -2.2516 0.9842 -2.7647  -0.155
C -1.6884 0.7813 -1.5113  -0.260
C -0.7024 1.4785 -0.9464  -0.139
C 0.0837 0.8561 0.0961  -0.099
C 0.2610 -0.5696 0.0755  -0.108
N 1.1195 -1.0873 0.9834  -0.137
C 1.2192 -2.4943 1.0240  -0.146
H -1.9546 1.8633 -3.3599  0.088
H -2.0885 0.2324 -3.5626  0.087
H -3.3077 0.8850 -2.6171  0.067
H -2.2333 0.0524 -1.0469  0.080
H -0.4153 2.5075 -1.2538  0.114
H 0.4794 1.4258 0.8758  0.044
H -0.1351 -1.1374 -0.7607  0.117
H 1.3883 -0.6508 1.8879  0.097
H 0.3644 -3.0754 1.4097  0.080
H 2.0334 -2.5851 1.8584  0.109
H 1.7313 -2.7589 0.0972  0.081
O 1.9088 0.9527 2.7828  -0.127
H 2.8312 0.8805 3.2579  0.110
H 1.3566 1.4593 3.4745  0.095

Force components x, y, z for each atom (eV/Å):
C -1.5 0.9 -4.5
C 2.1 1.5 0.6
C 0.5 0.1 0.7
C -1.1 -3.9 -1.3
C 0.3 6.1 0.7
N -0.7 -0.6 1.0
C 3.2 -0.5 2.4
H -0.3 0.3 0.7
H 0.4 -0.5 0.7
H -1.1 0.6 -0.5
H -0.4 -2.3 2.0
H -0.1 -0.9 -0.3
H 0.9 0.7 1.0
H 0.3 -0.3 0.3
H -0.9 0.4 -1.6
H 0.0 0.1 -0.8
H -1.2 -0.8 -1.4
H -0.6 -1.1 0.0
O 1.6 1.1 3.4
H -2.6 0.2 -1.4
H 1.2 -1.2 -1.6

3.
C37H43Cl2N4O2Zr | the ωB97M-V functional and the def2-TZVPD basis

## Properties
Energy above the lowest of the compared OMol25 structures with the same formula, charge and spin in kcal/mol: 0.0
Total charge: +1
HOMO-LUMO gap in eV: 7.6
HOMO in eV: -11.076

Last column: Löwdin charge in e.
Cartesian coordinates (Å):
Zr -0.2181 0.0235 1.0809  1.714
O 0.9900 -2.3332 4.4617  0.122
C 0.7832 -1.4692 3.6506  -0.482
N -0.3461 -1.2484 2.8784  -0.028
C -1.5237 -1.9207 3.2014  -0.429
O -1.6832 -2.7743 4.0310  0.140
C -2.6962 -1.3819 2.4035  -0.182
C -3.9757 -1.8415 2.6255  0.031
C -5.0120 -1.2919 1.8838  -0.008
C -4.7287 -0.3063 0.9508  -0.017
C -3.4156 0.0990 0.7844  -0.097
N -2.4207 -0.4288 1.5027  -0.019
C 1.8602 -0.4404 3.3786  -0.208
C 2.9363 -0.3089 4.2348  0.006
C 3.9006 0.6440 3.9517  -0.026
C 3.7658 1.4304 2.8177  -0.028
C 2.6658 1.2393 2.0055  -0.116
N 1.7324 0.3190 2.2809  -0.022
H -4.1278 -2.6098 3.3706  0.133
H -6.0294 -1.6270 2.0344  0.123
H -5.5095 0.1466 0.3574  0.119
H -3.1402 0.8667 0.0719  0.119
H 2.9895 -0.9538 5.1006  0.135
H 4.7506 0.7725 4.6081  0.126
H 4.4968 2.1850 2.5665  0.121
H 2.5064 1.8375 1.1162  0.111
Cl 4.5821 -2.0196 1.7015  0.570
C 3.5208 -3.3446 2.1938  -0.937
Cl 1.9999 -3.3299 1.2741  0.607
H 3.2616 -3.2221 3.2419  0.022
H 4.0207 -4.2871 2.0095  0.035
C -2.1092 5.3191 1.2488  -0.045
C -0.6591 4.8425 1.0798  -0.632
C 0.2001 5.3526 2.2449  -0.046
C -0.0924 5.3482 -0.2543  -0.046
C -0.6387 3.3751 1.0783  -0.124
C -0.6072 2.1566 1.0667  -0.149
H -2.1338 6.4097 1.2525  0.091
H -2.5300 4.9603 2.1880  0.089
H -2.7340 4.9633 0.4295  0.087
H 0.1899 6.4435 2.2540  0.091
H 1.2337 5.0201 2.1411  0.082
H -0.1847 4.9946 3.1996  0.089
H -0.1051 6.4390 -0.2660  0.090
H -0.6870 4.9864 -1.0932  0.087
H 0.9372 5.0149 -0.3921  0.083
C -4.4268 -1.9449 -2.9445  -0.038
C -3.2920 -2.2020 -1.9944  -0.255
C -3.3133 -3.3225 -1.1545  0.002
C -2.2726 -3.5995 -0.2856  -0.254
C -2.2929 -4.8050 0.6104  -0.025
C -1.1791 -2.7308 -0.2716  -0.032
C -1.1481 -1.5870 -1.0623  -0.327
C -2.2189 -1.3293 -1.9236  -0.015
N -0.1205 -0.6191 -0.8236  -0.153
C 0.8917 -0.2958 -1.8676  -0.448
C 0.7156 -1.1040 -3.1574  -0.077
C 1.8194 -0.7371 -4.1574  -0.276
C 1.7339 0.7559 -4.4856  -0.111
C 1.9244 1.5716 -3.2044  -0.281
C 3.2937 1.2563 -2.5970  -0.112
C 3.3841 -0.2379 -2.2783  -0.276
C 3.1935 -1.0510 -3.5617  -0.109
C 2.2778 -0.6193 -1.2923  -0.110
C 0.8282 1.2016 -2.2030  -0.091
H -5.3770 -2.2726 -2.5228  0.081
H -4.2753 -2.4962 -3.8746  0.091
H -4.5032 -0.8881 -3.1984  0.079
H -4.1718 -3.9845 -1.1857  0.125
H -3.3054 -5.1881 0.7298  0.083
H -1.8922 -4.5726 1.5987  0.076
H -1.6807 -5.6053 0.1901  0.092
H -0.3376 -2.9386 0.3860  0.044
H -2.2203 -0.4146 -2.5037  0.122
H -0.2586 -0.9041 -3.6042  0.115
H 0.7499 -2.1739 -2.9275  0.136
H 1.6722 -1.3214 -5.0686  0.144
H 0.7637 0.9881 -4.9352  0.123
H 2.5009 1.0211 -5.2178  0.125
H 1.8587 2.6383 -3.4333  0.142
H 3.4423 1.8461 -1.6848  0.115
H 4.0874 1.5384 -3.2932  0.125
H 4.3560 -0.4677 -1.8339  0.141
H 3.2765 -2.1199 -3.3446  0.124
H 3.9775 -0.8041 -4.2821  0.125
H 2.4215 -0.0742 -0.3484  0.085
H 2.3264 -1.6835 -1.0530  0.093
H -0.1632 1.4363 -2.6035  0.127
H 0.9388 1.7914 -1.2829  0.095

Force components x, y, z for each atom (eV/Å):
Zr -0.3 0.0 0.1
O 0.0 0.0 0.1
C 0.1 0.0 -0.1
N -0.1 -0.1 0.0
C 0.0 0.2 0.0
O -0.1 -0.1 -0.1
C 0.1 -0.1 0.2
C 0.0 0.0 0.0
C 0.1 0.0 0.0
C 0.1 0.0 0.0
C -0.1 0.0 0.0
N 0.0 0.0 0.0
C 0.2 0.0 0.0
C -0.1 0.0 0.0
C 0.0 0.0 0.0
C 0.0 0.0 0.0
C 0.0 0.0 0.0
N -0.2 0.0 -0.1
H 0.0 0.0 0.0
H 0.0 0.0 0.0
H 0.0 0.0 0.0
H 0.0 0.0 0.0
H 0.0 0.0 0.0
H 0.0 0.0 0.0
H 0.0 0.0 0.0
H 0.0 0.0 0.0
Cl 0.0 0.0 -0.1
C -0.2 0.1 0.1
Cl 0.1 -0.1 0.0
H 0.0 0.0 0.0
H 0.0 0.0 0.0
C 0.0 0.0 0.0
C 0.0 0.0 0.0
C 0.0 0.0 0.0
C 0.0 0.0 0.0
C 0.0 0.0 0.0
C 0.1 -0.1 0.0
H 0.0 0.0 0.0
H 0.0 0.0 0.0
H 0.0 0.0 0.0
H 0.0 0.0 0.0
H 0.0 0.0 0.0
H 0.0 0.0 0.0
H 0.0 0.0 0.0
H 0.0 0.0 0.0
H 0.0 0.0 0.0
C 0.0 0.0 0.0
C 0.1 0.0 0.1
C 0.0 0.1 -0.1
C 0.0 0.0 0.0
C 0.0 0.0 0.0
C 0.2 0.0 0.1
C 0.1 0.1 0.3
C 0.0 0.0 0.0
N 0.2 -0.2 -0.2
C 0.0 0.1 -0.1
C 0.0 -0.1 0.1
C 0.0 0.0 0.0
C 0.0 0.0 0.0
C 0.0 0.0 0.0
C 0.0 0.0 0.0
C 0.0 0.0 0.0
C 0.0 0.0 0.0
C 0.0 0.0 -0.1
C 0.0 0.0 0.0
H 0.0 0.0 0.0
H 0.0 0.0 0.0
H 0.0 0.0 0.0
H 0.0 0.0 0.0
H 0.0 0.0 0.0
H 0.0 0.0 0.0
H 0.0 0.0 0.0
H -0.1 0.0 -0.1
H 0.0 0.0 0.0
H 0.0 0.0 0.0
H 0.0 0.0 0.0
H 0.0 0.0 0.0
H 0.0 0.0 0.0
H 0.0 0.0 0.0
H 0.0 0.0 0.0
H 0.0 0.0 0.0
H 0.0 0.0 0.0
H 0.0 0.0 0.0
H 0.0 0.0 0.0
H 0.0 0.0 0.0
H 0.0 0.0 0.0
H 0.0 0.0 0.0
H 0.0 0.0 0.0
H 0.0 0.0 0.0

4.
C3H2OS2 | the ωB97M-V functional and the def2-TZVPD basis

## Properties
Energy above the lowest of the compared OMol25 structures with the same formula, charge and spin in kcal/mol: 56.0
Total charge: 0
HOMO-LUMO gap in eV: 7.0
HOMO in eV: -9.235

Last column: Löwdin charge in e.
Cartesian coordinates (Å):
O 0.4450 -0.2220 2.2140  0.061
C 0.2906 -0.1788 0.9716  -0.534
C -0.0847 1.2156 0.5968  -0.630
S -1.3502 1.6622 -0.2871  0.737
C 0.5209 -1.3377 0.0908  -0.546
S 0.8019 -1.4085 -1.5641  0.703
H 0.5341 1.8796 1.3110  0.106
H 0.3180 -2.3561 0.6404  0.103

Force components x, y, z for each atom (eV/Å):
O -0.2 -1.1 -2.7
C 0.8 1.1 3.0
C 0.5 1.0 0.6
S 0.5 -0.1 0.2
C -0.8 -3.0 -1.8
S -0.3 0.6 3.1
H -1.1 -0.5 -1.5
H 0.7 2.0 -0.9